Entry 1:
{
  "formula": "C4H6N2O",
  "method": "ωB97M-V with the def2-TZVPD basis set",
  "relative_energy_kcal_mol": 94.2,
  "smiles": "C[C@@H]1O[C@H]1NC#N",
  "species": ["C", "C", "O", "C", "N", "C", "N", "H", "H", "H", "H", "H", "H"],
  "coordinates": [[2.0596, 0.4636, -0.0911], [0.6323, 0.4124, 0.3358], [0.2528, -0.7144, 1.1754], [-0.1285, -0.7078, -0.1580], [-1.8562, -0.5450, -0.5138], [-2.6620, 0.2621, 0.0540], [-3.4013, 1.0646, 0.4757], [2.4030, -0.4833, -0.2076], [2.4643, 0.8799, 0.7801], [2.3213, 1.0545, -0.9107], [0.1747, 1.4075, 0.5864], [0.0035, -1.5486, -0.7473], [-2.2635, -1.5457, -0.7789]],
  "forces_ev_per_angstrom": [[-1.5156, 1.2549, 1.8653], [-0.6924, 0.6998, -1.4367], [0.0251, 0.2821, -0.7358], [-5.2019, 1.5831, 1.6435], [3.9386, -5.2152, -1.5495], [-2.4046, 2.8679, 1.6015], [0.8260, -0.8627, -0.2236], [1.2090, -2.8592, -0.4134], [1.6543, 0.6611, 1.1348], [-0.1231, 1.0648, -1.3609], [0.0181, -1.3101, -0.2396], [1.1073, -1.1855, -1.2042], [1.1592, 3.0191, 0.9185]],
  "lowdin_charge": [-0.016, -0.259, 0.044, -0.134, 0.044, -0.464, 0.109, 0.057, 0.076, 0.079, 0.172, 0.118, 0.173]
}



Entry 2:
{
  "formula": "C14H22N3O10S",
  "method": "ωB97M-V with the def2-TZVPD basis set",
  "charge": 1,
  "species": ["O", "C", "O", "C", "C", "C", "C", "C", "C", "S", "O", "O", "O", "N", "C", "C", "C", "C", "C", "O", "H", "H", "H", "H", "H", "H", "H", "H", "H", "H", "H", "H", "H", "H", "H", "H", "C", "N", "O", "O", "H", "H", "H", "C", "N", "O", "O", "H", "H", "H"],
  "coordinates": [[3.8768, 1.3804, 2.8516], [3.9293, 1.4433, 1.6063], [5.1118, 1.8004, 0.8893], [2.6468, 1.1729, 0.6747], [1.2906, 1.9494, 0.8460], [0.1200, 1.5833, -0.1103], [-1.2902, 2.3512, 0.0995], [-2.5380, 1.3536, -0.0820], [-3.3326, 1.0400, 1.2814], [-4.4404, -0.4303, 0.8808], [-3.8017, -1.6812, 1.4469], [-4.5228, -0.6519, -0.6254], [-6.0126, -0.2041, 1.4046], [0.2929, 0.5785, -1.1465], [1.5058, -0.1725, -1.3669], [2.7434, 0.0782, -0.4605], [4.0560, -0.7991, -0.6816], [3.9433, -1.8916, 0.6477], [3.2691, -3.3877, 0.2419], [4.8316, -3.0904, 0.5728], [5.8320, 1.9564, 1.5468], [1.1781, 2.7496, 1.6642], [-1.3189, 3.1426, -0.7411], [-1.3074, 2.9313, 1.0970], [-3.2902, 1.8377, -0.7997], [-2.1668, 0.3337, -0.4709], [-4.0328, 1.8844, 1.6092], [-2.6622, 0.7919, 2.1724], [-6.5765, -0.3617, 0.5983], [-0.5130, 0.3465, -1.7587], [1.6094, -0.9669, -2.1792], [4.0302, -1.4604, -1.6060], [5.0310, -0.2313, -0.5288], [3.6629, -1.4278, 1.7183], [2.5500, -3.2118, 1.1588], [3.5445, -4.4191, 0.6223], [3.7377, 4.1038, -1.9274], [2.5181, 4.0379, -2.7471], [2.2501, 2.9631, -3.2407], [1.8695, 5.0615, -2.8622], [4.2026, 3.1195, -1.9169], [4.4038, 4.8422, -2.3719], [3.4340, 4.4002, -0.9240], [-5.1240, -4.9457, 0.7760], [-6.3605, -5.0245, -0.0445], [-6.6379, -6.1035, -0.5386], [-7.0091, -3.9972, -0.1628], [-4.6514, -5.9260, 0.7943], [-4.4676, -4.2100, 0.3130], [-5.4145, -4.6389, 1.7798]],
  "forces_ev_per_angstrom": [[0.0128, 0.1388, -4.7669], [0.5603, 0.5484, 2.3336], [-2.4802, -0.8017, 1.4710], [-2.4334, -0.6735, -2.5388], [1.1013, -3.1228, -2.6577], [2.3103, 0.0349, 1.4991], [0.6495, -0.3098, -0.9123], [-0.3305, -0.0514, 0.3135], [-0.4713, 0.8909, 0.2366], [0.8758, -5.7274, -3.3685], [-1.8648, 4.0545, 0.0488], [-0.2383, 2.1195, 3.7430], [2.1356, 0.1252, -0.9219], [2.3877, 0.4519, 1.9177], [1.7236, 2.0328, 3.2366], [-2.3050, 1.7423, -0.2663], [-1.1871, -1.2012, 2.6541], [2.0713, -2.5521, -2.8794], [-0.0962, 1.4706, 2.3571], [-2.9830, 4.6545, 2.0310], [-0.7217, -0.1829, -0.2889], [0.0635, -1.4860, -1.5405], [-0.0156, -1.1878, 1.3014], [0.3056, -1.1557, -1.5644], [1.2439, -1.0631, 0.9021], [-0.8360, 1.6933, 0.3776], [1.0361, -1.0521, -0.6452], [-1.0215, -0.0972, -1.3619], [0.7030, 0.0798, 0.7002], [0.6986, 0.3826, 0.6059], [-0.6746, 1.4044, 1.1737], [0.0125, 1.1115, 1.2514], [-1.4880, -0.5488, -0.4173], [0.6986, -1.2980, -2.4405], [1.4546, -0.5940, 0.1030], [-0.8824, 0.1617, -1.8305], [0.5806, -0.1040, 0.3468], [-0.2501, 0.5425, -0.0783], [-0.3915, -0.2735, -0.1372], [0.1723, -0.5618, 0.0216], [-0.0905, 0.1401, -0.0439], [-0.1347, 0.0254, 0.1279], [0.0969, 0.1378, -0.1168], [0.3049, -0.1648, 0.1191], [-0.2164, -0.1968, -0.1901], [0.0007, 0.6006, 0.1604], [0.2193, -0.4266, 0.0115], [-0.1813, 0.0959, -0.0659], [-0.1674, 0.0697, 0.1501], [0.0421, 0.1233, -0.1615]],
  "lowdin_charge": [0.101, -0.373, 0.053, 0.039, 0.108, -0.087, -0.107, -0.210, -0.196, 0.751, -0.347, -0.365, -0.184, 0.107, 0.091, -0.070, -0.059, -0.160, -0.069, -0.146, 0.147, 0.141, 0.141, 0.137, 0.136, 0.106, 0.121, 0.123, 0.115, 0.168, 0.159, 0.131, 0.117, 0.172, 0.071, 0.139, 0.036, -0.459, 0.047, 0.079, 0.089, 0.110, 0.099, 0.038, -0.447, 0.071, 0.050, 0.095, 0.088, 0.103]
}



Entry 3:
{
  "formula": "C45H42AgFN7O5S",
  "method": "ωB97M-V with the def2-TZVPD basis set",
  "relative_energy_kcal_mol": 2.6,
  "charge": -1,
  "species": ["Ag", "C", "N", "C", "C", "C", "C", "C", "N", "C", "C", "C", "C", "C", "C", "H", "H", "H", "H", "H", "H", "H", "H", "H", "H", "H", "C", "C", "C", "C", "C", "C", "C", "S", "O", "O", "N", "C", "C", "C", "C", "C", "C", "C", "C", "N", "C", "H", "H", "H", "H", "H", "H", "H", "H", "H", "H", "H", "H", "H", "F", "C", "C", "C", "C", "O", "C", "C", "N", "C", "C", "C", "C", "C", "C", "N", "C", "C", "N", "C", "C", "C", "O", "O", "H", "H", "H", "H", "H", "H", "H", "H", "H", "H", "H", "H", "H", "H", "H", "H", "H", "H"],
  "coordinates": [[0.1561, 1.6749, -0.3105], [-3.2714, 3.2145, -1.7529], [-1.8481, 2.9694, -1.9048], [-1.3605, 3.1453, -3.0703], [0.0189, 2.9044, -3.4078], [0.6106, 3.0485, -4.6681], [1.9538, 2.6808, -4.5001], [2.0793, 2.3303, -3.1460], [0.9231, 2.4663, -2.4854], [-3.5957, 4.6504, -1.4094], [-4.7822, 5.2424, -1.8270], [-5.0963, 6.5466, -1.4661], [-4.2176, 7.2813, -0.6828], [-3.0239, 6.7007, -0.2700], [-2.7155, 5.3991, -0.6318], [-3.6362, 2.5836, -0.9341], [-3.8427, 2.9190, -2.6464], [-2.0065, 3.4691, -3.9042], [0.1209, 3.3881, -5.5704], [2.7339, 2.6732, -5.2471], [2.9666, 1.9936, -2.6274], [-5.4700, 4.6715, -2.4419], [-6.0254, 6.9913, -1.8026], [-4.4554, 8.3004, -0.4033], [-2.3278, 7.2629, 0.3402], [-1.7807, 4.9466, -0.3267], [-4.8885, -0.3302, -5.0239], [-4.2329, -0.5055, -3.6799], [-4.9527, -0.9574, -2.5833], [-4.3515, -1.0850, -1.3338], [-3.0187, -0.7462, -1.1791], [-2.2781, -0.2981, -2.2727], [-2.8859, -0.1855, -3.5076], [-2.2104, -0.8502, 0.4018], [-3.1641, -1.4672, 1.3075], [-0.9972, -1.6075, 0.1607], [-1.8134, 0.6228, 0.7555], [-2.7073, 1.5056, 1.3255], [-4.0578, 1.3139, 1.5471], [-4.8669, 2.3158, 2.1271], [-4.3590, 3.5143, 2.5312], [-2.9746, 3.7580, 2.3420], [-2.3562, 4.9631, 2.7519], [-1.0246, 5.1586, 2.5396], [-0.2928, 4.1435, 1.8791], [-0.8451, 3.0257, 1.4932], [-2.1606, 2.7895, 1.7255], [-5.8937, -0.7533, -5.0326], [-4.3100, -0.8102, -5.8149], [-4.9706, 0.7285, -5.2810], [-6.0024, -1.2053, -2.7029], [-4.9098, -1.4317, -0.4746], [-1.2388, -0.0191, -2.1508], [-2.3056, 0.1831, -4.3469], [-4.5118, 0.3700, 1.2876], [-5.9233, 2.1082, 2.2575], [-4.9822, 4.2768, 2.9821], [-2.9656, 5.7261, 3.2250], [-0.5288, 6.0732, 2.8382], [0.7658, 4.2405, 1.6580], [1.1137, -4.7302, -0.3188], [1.9745, -3.8608, 0.2838], [1.9332, -2.5300, -0.0271], [2.8572, -1.6766, 0.5577], [2.7370, -0.2135, 0.2435], [1.9729, 0.1199, -0.6508], [3.5685, 0.6612, 1.0593], [4.5175, 0.0845, 1.8211], [4.7173, -1.2719, 1.9985], [5.8049, -1.7373, 2.8037], [7.1531, -1.1324, 2.5811], [6.8857, -2.5451, 2.1421], [3.8340, -2.1665, 1.4313], [3.8416, -3.5312, 1.7524], [2.8964, -4.3717, 1.1949], [2.8901, -5.7563, 1.5821], [3.7718, -6.6070, 0.8193], [4.0629, -7.8663, 1.6062], [2.7436, -8.5330, 1.9248], [1.8194, -7.6062, 2.6874], [1.6088, -6.3807, 1.8279], [3.4289, 2.1992, 1.1704], [4.4725, 2.7846, 1.5146], [2.2821, 2.6372, 0.9892], [1.1828, -2.1209, -0.6899], [5.1908, 0.7327, 2.3680], [5.5513, -2.0032, 3.8266], [7.7745, -0.9616, 3.4480], [7.2214, -0.3785, 1.8102], [7.3274, -3.3559, 2.7067], [6.7736, -2.7208, 1.0813], [4.5328, -3.9248, 2.4857], [4.7099, -6.0909, 0.6213], [3.3360, -6.8779, -0.1614], [4.5169, -7.6320, 2.5677], [4.6685, -8.5890, 1.0627], [2.8879, -9.4063, 2.4299], [2.2843, -8.7698, 1.0408], [2.3243, -7.3713, 3.6225], [0.8997, -8.1576, 2.8747], [0.9511, -5.6872, 2.3508], [1.0866, -6.6739, 0.9048]],
  "forces_ev_per_angstrom": [[-0.0468, 0.5198, -0.3145], [-0.0018, -0.0824, 0.0211], [-0.2243, 0.0421, 0.1074], [0.2211, -0.1847, -0.0737], [-0.3179, 0.0734, 0.1243], [0.1612, 0.0057, -0.0533], [-0.1305, 0.0023, 0.0477], [0.0712, 0.0274, 0.0261], [-0.1996, -0.2128, 0.1446], [0.0709, 0.0294, 0.0849], [-0.0461, -0.0094, 0.0254], [0.0167, -0.0036, 0.0027], [0.0250, -0.0272, -0.0023], [-0.0510, 0.0067, -0.0269], [0.0163, 0.0133, -0.0529], [-0.0106, -0.0063, -0.0517], [0.0322, 0.0561, -0.0587], [0.0121, -0.0242, -0.0094], [-0.0090, 0.0073, -0.0131], [0.0238, -0.0038, -0.0131], [0.0049, -0.0280, 0.0163], [-0.0059, -0.0014, -0.0044], [-0.0138, 0.0013, -0.0068], [-0.0086, 0.0117, 0.0032], [0.0118, 0.0090, 0.0083], [0.0203, -0.0035, 0.0054], [-0.0242, 0.0169, -0.0082], [0.0050, 0.0042, -0.0122], [-0.0351, -0.0210, 0.0428], [0.0167, 0.1226, -0.0226], [0.0504, -0.0745, -0.1832], [-0.0841, 0.0146, 0.0505], [0.0270, 0.0515, -0.0334], [0.1388, -0.1371, 0.0374], [-0.0694, -0.0936, 0.0051], [0.0503, 0.0009, -0.0596], [-0.1129, 0.1201, 0.2920], [0.3699, 0.0571, -0.1336], [-0.2806, 0.0633, 0.0410], [0.0425, -0.1346, -0.0344], [0.1248, 0.0080, -0.0236], [-0.1694, 0.1419, 0.1138], [-0.0437, -0.0059, 0.0033], [0.0571, -0.0819, -0.0827], [-0.0084, 0.1136, 0.0646], [-0.0297, -0.2614, -0.0648], [0.1566, -0.0316, -0.0831], [-0.0020, -0.0092, 0.0081], [0.0158, -0.0063, 0.0018], [0.0103, 0.0009, 0.0028], [0.0016, -0.0141, 0.0145], [0.0005, -0.0323, 0.0061], [0.0324, 0.0127, 0.0245], [0.0007, 0.0077, -0.0017], [0.0081, 0.0179, 0.0028], [-0.0083, -0.0083, -0.0031], [-0.0024, 0.0164, 0.0045], [-0.0083, -0.0031, 0.0011], [0.0057, 0.0003, 0.0164], [0.0104, 0.0190, 0.0132], [0.0496, -0.0301, 0.0890], [0.0880, -0.0654, -0.0832], [-0.0759, -0.1462, 0.0105], [0.0170, 0.4016, -0.0465], [-0.2828, -0.0449, -0.1266], [0.4649, -0.1549, 0.2007], [0.0033, -0.2860, -0.0442], [-0.0259, 0.0904, 0.1037], [0.1082, -0.0731, -0.1346], [-0.0436, 0.0192, 0.0554], [-0.0239, -0.0092, -0.0487], [0.0366, 0.0136, 0.0587], [-0.0581, -0.0548, 0.0877], [-0.0315, 0.1504, 0.0980], [-0.1500, -0.0554, -0.0596], [0.1917, 0.0141, 0.1097], [-0.1016, -0.0065, -0.2078], [-0.1404, -0.1375, 0.1380], [-0.0245, 0.0305, -0.0697], [0.0981, -0.1814, -0.0414], [-0.0525, 0.1667, 0.0332], [0.0497, -0.0845, 0.0755], [0.0565, 0.0687, 0.0149], [-0.0338, 0.0416, -0.0676], [-0.0704, 0.0432, -0.0014], [-0.0004, -0.0018, -0.0130], [-0.0383, 0.0053, -0.0083], [0.0079, -0.0089, 0.0026], [0.0230, 0.0135, 0.0019], [0.0114, -0.0071, -0.0164], [0.0006, -0.0021, -0.0130], [-0.0113, -0.0326, -0.0175], [-0.0122, 0.0317, 0.0426], [0.0488, -0.0180, -0.0020], [0.0544, 0.0103, -0.0369], [0.0201, 0.0378, -0.0364], [0.0222, 0.0583, 0.0315], [0.0133, 0.0022, 0.0238], [-0.0345, 0.0296, 0.0027], [-0.0259, 0.0469, 0.0088], [0.0259, 0.0346, -0.0125], [-0.0214, -0.0032, -0.0380]],
  "lowdin_charge": [0.746, -0.194, 0.010, -0.150, -0.376, -0.118, -0.152, -0.225, 0.005, -0.194, -0.056, -0.111, -0.116, -0.088, -0.033, 0.104, 0.106, 0.121, 0.072, 0.057, 0.082, 0.102, 0.089, 0.087, 0.097, 0.101, -0.063, -0.289, -0.057, -0.063, -0.267, -0.056, -0.042, 0.548, -0.350, -0.342, -0.155, -0.277, -0.050, -0.098, -0.072, -0.179, -0.047, -0.067, -0.131, 0.080, -0.171, 0.066, 0.074, 0.077, 0.100, 0.101, 0.101, 0.117, 0.080, 0.093, 0.096, 0.109, 0.096, 0.093, 0.050, -0.187, 0.086, -0.024, -0.288, 0.009, -0.017, 0.021, -0.016, -0.287, -0.087, -0.108, -0.133, 0.054, -0.181, -0.102, -0.154, -0.092, 0.050, -0.085, -0.156, -0.670, -0.049, -0.048, 0.125, 0.134, 0.148, 0.102, 0.112, 0.092, 0.107, 0.113, 0.142, 0.142, 0.137, 0.132, 0.176, 0.177, 0.138, 0.135, 0.157, 0.129]
}



Entry 4:
{
  "formula": "C6H13NO",
  "method": "ωB97M-V with the def2-TZVPD basis set",
  "relative_energy_kcal_mol": 47.4,
  "smiles": "CC(C)C[C@@H](N)C=O",
  "species": ["C", "C", "C", "C", "C", "N", "C", "O", "H", "H", "H", "H", "H", "H", "H", "H", "H", "H", "H", "H", "H"],
  "coordinates": [[0.7005, 0.6076, -1.8155], [0.7486, 0.6367, -0.3239], [2.1242, 1.0667, 0.1164], [0.2030, -0.5928, 0.3842], [-1.3259, -0.6922, 0.2540], [-1.8565, -2.0268, 0.2042], [-1.9056, 0.1291, 1.4863], [-2.8878, -0.2095, 2.0393], [1.7653, 0.7923, -2.2962], [0.2321, -0.2924, -2.1652], [0.0509, 1.3489, -2.2379], [-0.0329, 1.5447, -0.0050], [2.2240, 0.9083, 1.2052], [2.3700, 2.1279, -0.0880], [2.9962, 0.4736, -0.3208], [0.5521, -0.4702, 1.4544], [0.7139, -1.4359, -0.0125], [-1.6949, -0.0751, -0.6416], [-2.3548, -2.2050, 1.0350], [-1.1620, -2.7334, -0.0035], [-1.4605, 1.0974, 1.7310]],
  "forces_ev_per_angstrom": [[1.5930, 0.2493, -1.8421], [-1.8499, 3.1919, 1.0219], [1.8033, -0.3022, 1.0098], [0.5084, 1.3638, 0.7819], [0.0949, 1.5508, 0.4781], [0.3764, 0.4510, -0.9139], [0.8488, -0.4699, -2.6170], [-1.6655, -0.8882, 1.4101], [-2.1962, -0.7182, 0.8461], [0.2840, -0.8728, -0.4216], [-0.1715, 0.7669, -0.1227], [2.0144, -2.0250, -0.4896], [0.0341, 0.3150, -0.2602], [-0.3800, -0.5423, -0.0247], [-1.3285, 0.4474, 0.2271], [-0.6814, -0.4969, -0.8521], [0.2791, -1.1088, -0.3518], [0.6405, -0.7050, 0.9199], [-0.7096, -0.6044, 1.0091], [-0.1297, 0.1736, 0.2466], [0.6354, 0.2242, -0.0547]],
  "lowdin_charge": [-0.099, -0.485, -0.114, -0.169, -0.356, 0.056, -0.220, 0.079, 0.121, 0.065, 0.062, 0.172, 0.070, 0.085, 0.100, 0.129, 0.105, 0.156, 0.046, 0.076, 0.119]
}



One value per record, in order, for gap between HOMO and LUMO: 10.0, 6.2, 2.6, 10.1 eV.
One value per record, in order, for maximum force: 6.7, 6.7, 0.6, 3.8 eV/A.